Record 1
Below is 2 unconnected molecules or ions with the total composition C4H13NO2 in a non-equilibrium geometry, with properties calculated with wB97M-V/def2-TZVPD.

Output
- Spin multiplicity: 2
- HOMO energy (alpha / beta): -13.91 / -13.89 eV
- Net charge: +1
- Relative energy (zero: lowest compared OMol25 entry of this formula, charge and spin): 2.432 eV
- Max |F|: 3.93 eV/A
- Gap between HOMO and LUMO (alpha / beta): 10.56 / 5.47 eV
- Calculated total energy: -365.0576 a.u.

```
20
C4H13NO2 | OMol25 | wB97M-V/def2-TZVPD
C 2.3503 -0.5699 -0.7106
N 0.9004 -0.6636 -0.7972
C 0.1402 -0.7110 0.4398
C 0.3302 0.6097 1.2733
C -0.6333 0.6308 2.4681
O -0.8326 1.9915 2.8281
H 2.8304 -0.2272 -1.6411
H 2.6732 0.3134 -0.1490
H 2.7834 -1.5319 -0.4587
H 0.8576 -1.5244 -1.3582
H -0.9310 -0.7256 0.2402
H 0.4595 -1.5967 1.0052
H 1.3655 0.6483 1.6001
H 0.0279 1.4045 0.5861
H -0.0808 0.2206 3.3281
H -1.5090 0.0253 2.2199
H -1.7678 2.0943 2.9357
H -1.4750 -1.1726 -5.3479
H -2.4122 -1.5434 -3.9870
O -1.9486 -0.9371 -4.5321
```

Record 2
Below is a molecular structure, C4H13NO2S in a non-equilibrium geometry, with properties calculated with wB97M-V/def2-TZVPD.

Output
- Spin multiplicity: 2
- HOMO energy (alpha / beta): -13.97 / -13.93 eV
- Net charge: +1
- Relative energy (zero: lowest compared OMol25 entry of this formula, charge and spin): 4.393 eV
- Max |F|: 3.72 eV/A
- Gap between HOMO and LUMO (alpha / beta): 8.82 / 5.38 eV
- Calculated total energy: -763.1234 a.u.

```
21
C4H13NO2S | OMol25 | wB97M-V/def2-TZVPD
C -1.2294 -1.0170 1.2967
N -0.6837 -1.1570 -0.0851
C 0.5718 -0.3857 -0.3347
C 1.6860 -0.6537 0.6814
S 3.3089 0.0176 0.1916
C 0.2076 1.0464 -0.4824
O 1.6276 1.6882 -1.5422
H -2.3033 -0.8198 1.1823
H -0.8237 -0.1371 1.8075
H -1.2473 -1.9345 1.8815
H -0.4552 -2.1449 -0.1628
H 0.8871 -0.8910 -1.2548
H 1.3542 -0.3763 1.6899
H 1.8406 -1.7545 0.7191
H 2.6549 0.7993 -0.7691
H -0.1526 1.4479 0.4957
H -0.3588 1.2554 -1.3745
H 1.1393 1.9447 -0.7143
H -2.7934 1.6814 -1.4652
H -2.2540 0.3827 -0.9574
O -2.9768 1.0078 -0.8030
```

Record 3
Below is 2 unconnected molecules or ions with the total composition C4H13NO2Si in a non-equilibrium geometry, with properties calculated with wB97M-V/def2-TZVPD.

Output
- HOMO energy (alpha / beta): -8.05 / -6.66 eV
- Relative energy (zero: lowest compared OMol25 entry of this formula, charge and spin): 3.736 eV
- Max |F|: 6.87 eV/A
- Gap between HOMO and LUMO (alpha / beta): 8.39 / 7.20 eV
- Calculated total energy: -654.8360 a.u.

```
21
C4H13NO2Si | OMol25 | wB97M-V/def2-TZVPD
C -2.8058 -0.5411 -0.5218
C 1.4553 2.7140 -0.3041
C 1.3308 -1.8155 -1.4176
C 0.6397 -0.8605 2.8405
N -1.6820 0.4293 -0.4182
O 0.2771 1.9796 -0.3125
O 0.9719 -0.4945 -1.2304
Si 0.0157 0.3932 -0.2248
H -2.5531 -1.5203 -0.0821
H -3.7395 -0.4566 0.0308
H -3.1580 -0.5918 -1.5440
H 1.4220 3.3143 0.4737
H 1.5711 3.2933 -1.2959
H 2.4247 2.0061 -0.2740
H 2.2366 -1.9019 -1.9785
H 0.3479 -2.2108 -1.9970
H 1.4623 -2.3921 -0.4988
H 1.7084 -0.7448 3.1348
H -0.1565 -0.1537 3.3171
H 0.1882 -1.7985 2.5847
H -1.9570 1.3524 -0.2821
```

Record 4
Below is 4 unconnected molecules or ions with the total composition C4H13NO3 in a non-equilibrium geometry, with properties calculated with wB97M-V/def2-TZVPD.

Output
- HOMO energy: -7.96 eV
- Relative energy (zero: lowest compared OMol25 entry of this formula, charge and spin): 3.125 eV
- Max |F|: 7.23 eV/A
- Gap between HOMO and LUMO: 8.24 eV
- Calculated total energy: -440.6003 a.u.

```
21
C4H13NO3 | OMol25 | wB97M-V/def2-TZVPD
C 1.4193 -3.1181 -2.7867
C 1.4075 -1.8591 -2.2696
C 1.1577 -1.5712 -0.8932
C 0.8614 -0.4388 -0.3066
N 1.0189 -0.1817 1.0043
H 1.8012 -3.2354 -3.8073
H 1.2235 -3.9881 -2.1758
H 1.7659 -1.0409 -2.8814
H 1.4009 -2.3647 -0.1405
H 0.7615 0.3079 -1.0722
H 0.9847 0.8004 1.2863
H 1.7421 -0.7157 1.4897
O -2.0842 1.4108 1.2465
H -1.6967 0.6731 0.9414
H -3.1105 1.4565 1.1756
O -2.3184 1.1416 3.9283
H -2.5329 1.4647 3.0230
H -1.4538 0.7356 3.7055
O -0.7462 3.4136 -0.8555
H -1.2012 2.9398 -0.1401
H -0.4008 4.1697 -0.4717
```

Record 5
Below is 4 unconnected molecules or ions with the total composition C4H13NO3 in a non-equilibrium geometry, with properties calculated with wB97M-V/def2-TZVPD.

Output
- HOMO energy: -7.72 eV
- Relative energy (zero: lowest compared OMol25 entry of this formula, charge and spin): 4.046 eV
- Max |F|: 6.07 eV/A
- Gap between HOMO and LUMO: 8.29 eV
- Calculated total energy: -440.5665 a.u.

```
21
C4H13NO3 | OMol25 | wB97M-V/def2-TZVPD
C -2.2326 -0.0512 -1.0988
C -1.8085 1.2407 -0.9570
C -1.0576 1.5510 0.2279
C -1.1245 0.6773 1.3230
N -0.5284 1.1230 2.4969
H -2.9658 -0.5644 -1.8023
H -1.9835 -0.8084 -0.2450
H -2.1946 1.8640 -1.6276
H -0.5219 2.4796 0.1851
H -1.9695 -0.1020 1.3411
H -0.6032 0.4459 3.3313
H 0.3319 1.5367 2.5489
O 2.4096 -1.1897 -1.8291
H 1.4466 -1.1987 -1.8686
H 2.8011 -1.9677 -1.5005
O 2.3535 -0.2377 0.7015
H 2.4512 0.4203 -0.0707
H 2.9444 -0.9947 0.4272
O 0.3765 -1.9078 -0.6497
H -0.3786 -1.3807 -1.1105
H 0.5650 -1.4165 0.1616
```

Record 6
Below is 2 unconnected molecules or ions with the total composition C4H13NO3 in a non-equilibrium geometry, with properties calculated with wB97M-V/def2-TZVPD.

Output
- HOMO energy: -9.66 eV
- Relative energy (zero: lowest compared OMol25 entry of this formula, charge and spin): 1.951 eV
- Max |F|: 2.41 eV/A
- Gap between HOMO and LUMO: 10.28 eV
- Calculated total energy: -440.6435 a.u.

```
21
C4H13NO3 | OMol25 | wB97M-V/def2-TZVPD
C -1.0450 -1.5465 0.9644
C -0.9228 -0.1084 0.4233
C -1.3968 -0.0532 -1.0422
O -0.6577 0.9686 -1.7728
N 0.4643 0.3583 0.5725
C 0.7946 0.9978 1.8406
O 1.6137 0.2295 2.7128
H -1.1747 -1.5226 2.0443
H -1.9797 -1.9393 0.5405
H -0.2518 -2.2270 0.6630
H -1.5837 0.4935 1.0049
H -2.4068 0.3372 -1.0437
H -1.1081 -0.9757 -1.5423
H -0.1707 1.4697 -1.1009
H 1.1065 -0.3983 0.3752
H 1.4020 1.8663 1.6009
H -0.1193 1.1874 2.3846
H 1.1240 -0.5389 3.0283
O 0.8908 -0.4711 -3.3560
H 1.7525 -0.5872 -2.9507
H 0.4356 0.1266 -2.7096
```

Record 7
Below is 2 unconnected molecules or ions with the total composition C4H13NO3 in a non-equilibrium geometry, with properties calculated with wB97M-V/def2-TZVPD.

Output
- HOMO energy: -9.35 eV
- Relative energy (zero: lowest compared OMol25 entry of this formula, charge and spin): 2.274 eV
- Max |F|: 2.92 eV/A
- Gap between HOMO and LUMO: 9.96 eV
- Calculated total energy: -440.6316 a.u.

```
21
C4H13NO3 | OMol25 | wB97M-V/def2-TZVPD
C -0.3895 -1.4415 0.4249
C 0.0566 -0.5591 -0.7533
O 0.9404 -1.3167 -1.5588
C 0.9044 0.6743 -0.1752
N 2.1329 0.9622 -0.9306
C 0.0278 1.8979 -0.2382
O 0.6892 3.0209 0.4074
H 0.0164 -1.2898 1.4315
H -0.1528 -2.4746 0.2033
H -1.4594 -1.4062 0.6218
H -0.6963 -0.0368 -1.3549
H 0.5086 -1.7629 -2.2926
H 1.2899 0.3986 0.8067
H 1.9858 0.6179 -1.8869
H 2.8308 0.2637 -0.6723
H -0.1344 2.3314 -1.2291
H -0.9210 1.8543 0.2955
H 1.5877 3.1503 0.0435
O -2.8611 -1.8663 2.1046
H -3.4477 -1.2139 1.6908
H -2.9083 -1.8038 3.0619
```

Record 8
Below is 4 unconnected molecules or ions with the total composition C4H13NO3 in a non-equilibrium geometry, with properties calculated with wB97M-V/def2-TZVPD.

Output
- HOMO energy: -8.30 eV
- Relative energy (zero: lowest compared OMol25 entry of this formula, charge and spin): 2.853 eV
- Max |F|: 1.68 eV/A
- Gap between HOMO and LUMO: 8.85 eV
- Calculated total energy: -440.6104 a.u.

```
21
C4H13NO3 | OMol25 | wB97M-V/def2-TZVPD
C 1.3980 -0.3804 -2.1095
C 1.1679 0.7938 -1.5357
C -0.2317 1.3117 -1.3417
C -1.1444 0.4013 -1.0352
N -0.5128 2.6181 -1.7445
H 2.3324 -0.8915 -2.3116
H 0.6253 -1.0370 -2.5020
H 2.0408 1.2756 -1.1052
H -0.9564 -0.6431 -0.9827
H -2.1892 0.6409 -0.8519
H 0.1882 3.2785 -1.4704
H -1.4295 2.9623 -1.5232
O 1.3523 -1.7307 2.2325
H 1.1863 -2.5363 1.7343
H 1.0183 -1.8417 3.1496
O 0.2034 0.6269 3.3872
H -0.1877 1.5030 3.4716
H 1.1716 0.7059 3.2750
O -2.4035 -2.3977 0.5032
H -1.6659 -2.5460 1.0655
H -1.9633 -2.1136 -0.3053
```

Record 9
Below is 3 unconnected molecules or ions with the total composition C4H13NO3 in a non-equilibrium geometry, with properties calculated with wB97M-V/def2-TZVPD.

Output
- HOMO energy: -9.83 eV
- Relative energy (zero: lowest compared OMol25 entry of this formula, charge and spin): 2.806 eV
- Max |F|: 4.54 eV/A
- Gap between HOMO and LUMO: 10.51 eV
- Calculated total energy: -440.6121 a.u.

```
21
C4H13NO3 | OMol25 | wB97M-V/def2-TZVPD
C 0.2578 -1.3061 2.6632
C 0.0584 -0.0655 1.7874
C -0.7358 -0.5313 0.5026
C -0.3844 0.3355 -0.6900
N -1.5020 1.0082 -1.0687
O 0.4893 0.3612 -1.5265
H 1.3462 -1.4253 2.9242
H 0.2790 -2.2731 2.0537
H -0.5144 -1.1864 3.3820
H -0.8238 0.5739 2.3659
H 1.0290 0.6754 1.7838
H -0.4506 -1.5573 0.3476
H -1.7691 -0.3497 0.7038
H -2.4622 1.1553 -0.6495
H -1.4854 1.3568 -2.0789
O 1.1778 2.9610 -1.0629
H 1.8520 2.4207 -1.4569
H 1.5382 3.5057 -0.3281
O 0.8709 -2.1000 -3.4521
H 0.5081 -1.2740 -3.6508
H 0.7209 -2.2850 -2.5497
```

Record 10
Below is 3 unconnected molecules or ions with the total composition C4H13NO3 in a non-equilibrium geometry, with properties calculated with wB97M-V/def2-TZVPD.

Output
- HOMO energy: -9.79 eV
- Relative energy (zero: lowest compared OMol25 entry of this formula, charge and spin): 1.335 eV
- Max |F|: 3.00 eV/A
- Gap between HOMO and LUMO: 10.39 eV
- Calculated total energy: -440.6661 a.u.

```
21
C4H13NO3 | OMol25 | wB97M-V/def2-TZVPD
C -1.4368 0.6635 0.4530
C -0.2349 -0.0629 -0.0723
C 1.0203 0.0273 0.8627
C 2.0138 -1.0449 0.4612
N 2.3242 -2.0048 1.3989
O 2.6161 -0.9607 -0.5838
H -1.3634 1.7110 0.1299
H -1.4285 0.7034 1.5483
H -2.3682 0.1736 0.1764
H -0.3228 -1.1658 -0.1112
H 0.1018 0.0367 -1.1095
H 1.4948 1.0122 0.8420
H 0.5822 -0.2397 1.8149
H 1.8591 -2.2487 2.2564
H 3.2130 -2.4633 1.2714
O -1.8161 -1.1457 -2.1722
H -1.8792 -1.3567 -3.1092
H -1.5705 -1.9188 -1.6616
O -0.7721 3.7469 -0.6697
H -0.8957 3.5032 -1.5882
H -1.1370 3.0341 -0.1375
```

Record 11
Below is 2 unconnected molecules or ions with the total composition C4H13NOP in a non-equilibrium geometry, with properties calculated with wB97M-V/def2-TZVPD.

Output
- HOMO energy: -11.13 eV
- Net charge: +1
- Relative energy (zero: lowest compared OMol25 entry of this formula, charge and spin): 4.374 eV
- Max |F|: 6.24 eV/A
- Gap between HOMO and LUMO: 7.45 eV
- Calculated total energy: -631.1680 a.u.

```
20
C4H13NOP | OMol25 | wB97M-V/def2-TZVPD
C 0.7821 1.8910 -0.8198
C -2.8437 -0.3219 0.6264
C -0.7810 -1.4207 0.0453
C 0.8890 0.8028 0.1372
N -1.8787 -0.9566 -0.2451
O 2.3831 -0.8357 -0.8505
P 2.2601 -0.1780 0.5602
H 1.6065 2.5510 -0.7932
H -0.1968 2.4996 -0.5553
H 0.7887 1.5183 -1.8503
H -3.3570 0.5897 0.1732
H -3.6363 -1.0411 1.0040
H -2.2172 0.0206 1.5474
H -0.5816 -1.6964 1.0857
H -0.0919 -1.8848 -0.6545
H 0.3501 0.9691 1.0569
H -2.0459 -0.9436 -1.2119
H 1.6975 -1.0434 1.3034
H 3.2169 -0.7787 -1.3953
H 3.6562 0.2588 0.8361
```

Record 12
Below is a single C4H13NOP2 molecule in a non-equilibrium geometry, with properties calculated with wB97M-V/def2-TZVPD.

Output
- HOMO energy: -7.38 eV
- Relative energy (zero: lowest compared OMol25 entry of this formula, charge and spin): 0.864 eV
- Max |F|: 5.29 eV/A
- Gap between HOMO and LUMO: 8.23 eV
- Calculated total energy: -972.8293 a.u.

```
21
C4H13NOP2 | OMol25 | wB97M-V/def2-TZVPD
C -2.2694 -1.3556 -0.0434
C -2.0582 -0.0650 0.8566
C -1.7020 1.2413 0.2360
N -0.6819 1.0733 -0.8924
P 0.9134 0.8270 -0.2900
O 1.6691 0.6837 -1.6886
P 1.4942 -0.9409 0.5921
C 3.4090 -0.6545 0.2370
H -2.9020 -1.1998 -0.9091
H -1.2965 -1.5477 -0.4445
H -2.3629 -2.1569 0.6563
H -1.3331 -0.4667 1.5997
H -2.9380 0.1753 1.4517
H -2.4639 1.6623 -0.2381
H -1.2681 1.9945 1.0167
H -0.8807 0.2902 -1.4844
H 1.1291 2.2414 -0.0620
H 2.3875 0.1055 -1.5452
H 3.9108 -0.8346 -0.6473
H 3.7304 -1.4345 1.0232
H 3.5131 0.3615 0.5758
```

Q: Which of these has the highest calculated total energy?
A: C4H13NO2

Q: Look up the max |F| of the first one.
A: 3.93 eV/A